Entry 1:
This record from the Open Molecules 2025 dataset describes a cluster of 2 separate species, C9H14 in total. The level of theory is ωB97M-V/def2-TZVPD.

Results
energy above the lowest of the compared OMol25 structures with the same formula, charge and spin: 131.3 kJ/mol
frontier orbital gap: 9.911 eV
multiplicity: 1
SMILES: Cc1ccccc1.CC
LUMO level: 1.054 eV

Cartesian coordinates (Å):
C 1.600 -1.774 -1.047
C 2.142 -0.459 -0.474
H 2.005 -1.962 -2.070
H 1.905 -2.635 -0.344
H 0.561 -1.809 -1.118
H 2.866 -0.568 0.342
H 1.323 0.195 -0.075
H 2.618 0.185 -1.286
C -0.413 -0.588 2.111
C -1.252 -0.442 -0.201
C -0.790 0.185 0.949
C -1.537 0.394 -1.307
C -1.449 1.840 -1.233
C -0.797 1.616 1.060
C -1.148 2.344 -0.045
H -1.393 -1.504 -0.313
H -1.663 -0.028 -2.335
H -0.686 -0.277 3.080
H 0.636 -0.692 2.111
H -1.703 2.366 -2.124
H -0.750 1.934 2.055
H -1.277 3.388 0.097
H -0.796 -1.709 2.165

The molecule's Mulliken atomic charges, reported in e, are given here: C -0.726; C -0.480; H 0.292; H 0.218; H 0.223; H 0.281; H -0.069; H 0.284; C -1.391; C -0.560; C 0.746; C -0.255; C -0.745; C -0.569; C -0.308; H 0.538; H 0.285; H 0.459; H 0.265; H 0.437; H 0.443; H 0.370; H 0.265

***

Entry 2:
This record from the Open Molecules 2025 dataset describes a structure of composition F2H14NNaO11S2. The level of theory is ωB97M-V/def2-TZVPD.

Results
energy above the lowest of the compared OMol25 structures with the same formula, charge and spin: 0.0 kJ/mol
frontier orbital gap: 9.010 eV
multiplicity: 1
LUMO level: -0.659 eV

Cartesian coordinates (Å):
Na -0.825 0.000 -0.658
N 3.047 -1.979 1.646
S 2.845 -1.493 0.144
O 3.721 -0.469 -0.333
O 1.486 -1.476 -0.295
F 3.413 -2.777 -0.627
S 2.248 -0.816 2.468
O 0.852 -1.069 2.642
O 2.674 0.523 2.269
F 2.810 -1.200 3.887
O 0.917 1.346 0.372
H 1.307 1.833 -0.360
H 1.542 1.451 1.107
O -0.826 3.051 -1.747
H -1.371 2.632 -1.066
H -0.140 3.513 -1.257
O 0.603 -0.185 -3.136
H 1.029 0.666 -2.995
H 1.333 -0.807 -3.226
O -1.918 -2.359 -1.142
H -2.737 -2.620 -0.714
H -1.324 -3.108 -1.024
O -2.825 0.681 -1.844
H -2.955 -0.212 -2.188
H -3.613 0.855 -1.321
O -1.975 2.160 0.760
H -1.312 2.618 1.287
H -2.453 1.605 1.383
O -1.829 -0.682 1.615
H -2.583 -1.076 2.061
H -1.140 -0.605 2.294

The molecule's Mulliken atomic charges, reported in e, are given here: Na 0.729; N -0.437; S 1.091; O -0.593; O -0.361; F -0.289; S 1.097; O -0.615; O -0.674; F -0.258; O -0.413; H 0.241; H 0.279; O -0.615; H 0.346; H 0.295; O -0.591; H 0.303; H 0.303; O -0.530; H 0.275; H 0.289; O -0.592; H 0.308; H 0.293; O -0.591; H 0.279; H 0.291; O -0.466; H 0.236; H 0.372

***

Entry 3:
This record from the Open Molecules 2025 dataset describes a cluster of 3 separate species, C11H12ClF2NO8P in total. The level of theory is ωB97M-V/def2-TZVPD.

Results
total charge: +1
frontier orbital gap: 8.540 eV
multiplicity: 1
LUMO level: -4.539 eV

Cartesian coordinates (Å):
O 6.368 1.608 -3.461
P 5.357 2.810 -3.883
O 5.782 4.039 -2.896
C 3.821 2.262 -2.960
C 3.464 0.937 -2.677
C 2.275 0.649 -2.019
C 1.443 1.669 -1.654
N 1.799 2.931 -1.951
Cl 0.754 4.189 -1.495
C 2.944 3.250 -2.586
H 6.091 1.013 -2.756
H 5.695 3.838 -1.955
H 4.114 0.127 -2.989
H 1.979 -0.367 -1.804
H 0.502 1.509 -1.148
H 3.126 4.300 -2.770
C -2.495 0.279 0.234
C -3.068 -1.062 -0.170
O -2.463 -1.280 -1.447
C -1.304 -0.607 -1.483
O -0.451 -0.741 -2.303
O -1.221 0.262 -0.447
F -4.406 -1.030 -0.315
H -3.099 1.096 -0.164
H -2.369 0.384 1.304
H -2.800 -1.887 0.491
C -3.691 -3.086 5.185
C -3.030 -3.949 4.128
O -2.806 -3.011 3.078
C -2.719 -1.777 3.628
O -2.324 -0.815 3.047
O -3.132 -1.793 4.902
F -3.830 -4.934 3.679
H -4.771 -3.052 5.034
H -3.465 -3.380 6.204
H -2.071 -4.378 4.422

The molecule's Mulliken atomic charges, reported in e, are given here: O -0.440; P 0.245; O -0.450; C -0.165; C -0.236; C -0.778; C -0.096; N 0.045; Cl 0.064; C 0.018; H 0.337; H 0.351; H 0.516; H 0.432; H 0.714; H 0.479; C -0.395; C 0.389; O -0.337; C 0.632; O -0.511; O -0.322; F -0.296; H 0.298; H 0.284; H 0.269; C -0.419; C 0.290; O -0.270; C 0.643; O -0.533; O -0.322; F -0.266; H 0.285; H 0.268; H 0.278

***

Entry 4:
This record from the Open Molecules 2025 dataset describes a structure of composition C3H4S2. The level of theory is ωB97M-V/def2-TZVPD.

Results
energy above the lowest of the compared OMol25 structures with the same formula, charge and spin: 238.5 kJ/mol
frontier orbital gap: 9.088 eV
multiplicity: 1
LUMO level: 0.158 eV

Cartesian coordinates (Å):
C -0.135 -0.030 0.548
C -2.416 0.044 -0.379
C 1.084 0.006 -0.319
S -1.332 1.307 0.113
S -1.418 -1.337 0.043
H 0.130 0.138 1.542
H 0.928 -0.523 -1.308
H 1.735 -0.687 0.301
H 1.424 1.083 -0.541

The molecule's Mulliken atomic charges, reported in e, are given here: C -0.243; C -0.209; C -0.888; S -0.013; S -0.017; H 0.510; H 0.289; H 0.268; H 0.303

***

Entry 5:
This record from the Open Molecules 2025 dataset describes a cluster of 16 separate species, C21H73N12O16 in total. The level of theory is ωB97M-V/def2-TZVPD.

Results
total charge: -1
frontier orbital gap: 7.805 eV
multiplicity: 1
LUMO level: 1.479 eV

Cartesian coordinates (Å):
C 0.083 0.185 -0.473
C -0.291 0.034 0.955
O 0.050 1.256 1.519
H 0.098 -0.736 -1.064
H 1.092 0.486 -0.477
H -0.469 0.938 -0.986
H 0.343 -0.715 1.431
H -1.354 -0.112 1.100
C -1.820 0.096 -5.010
C -2.133 -0.023 -3.520
O -2.320 -1.335 -3.109
H -0.868 -0.391 -5.117
H -1.728 1.150 -5.264
H -2.619 -0.473 -5.559
H -3.002 0.613 -3.287
H -1.284 0.485 -3.011
H -2.339 -1.366 -2.141
C 2.043 -2.595 -5.419
C 1.202 -2.654 -4.132
O 0.988 -1.340 -3.711
H 1.374 -2.148 -6.152
H 2.490 -3.494 -5.752
H 2.861 -1.913 -5.301
H 1.762 -3.042 -3.309
H 0.242 -3.237 -4.286
H 0.250 -1.364 -3.087
C 4.863 -0.769 -2.977
C 4.400 -0.878 -1.544
O 3.797 0.308 -1.151
H 5.491 -1.665 -3.253
H 5.386 0.127 -3.022
H 3.980 -0.627 -3.638
H 5.212 -1.149 -0.845
H 3.773 -1.684 -1.446
H 3.451 0.289 -0.265
C -0.869 -3.652 3.525
C -0.861 -3.216 2.028
O -1.565 -4.182 1.298
H -0.238 -4.501 3.777
H -1.836 -3.734 4.014
H -0.327 -2.863 4.081
H 0.150 -3.222 1.657
H -1.152 -2.173 1.930
H -0.975 -4.965 1.326
C -0.200 -4.424 -1.698
O -0.870 -3.209 -1.522
N -0.667 -5.356 -2.424
N 0.998 -4.561 -1.265
H -1.592 -5.297 -2.791
H -0.384 -6.305 -2.478
H 1.334 -3.707 -0.847
H 1.693 -5.311 -1.483
C -3.919 -1.207 -0.101
O -4.327 0.044 0.208
N -4.758 -2.190 -0.291
N -2.689 -1.554 -0.294
H -5.708 -1.938 -0.009
H -4.593 -3.178 0.185
H -1.959 -0.836 -0.210
H -2.337 -2.518 -0.361
C -0.074 4.474 -0.018
O 0.421 5.569 -0.698
N 0.540 3.338 -0.032
N -1.182 4.536 0.687
H 1.331 3.229 -0.695
H 0.233 2.461 0.458
H -1.624 5.471 0.761
H -1.595 3.691 1.151
C 1.316 2.219 -2.889
O 0.109 2.351 -3.492
N 1.944 3.197 -2.363
N 2.037 1.109 -2.867
H 1.457 4.048 -2.275
H 2.956 3.069 -2.079
H 1.640 0.255 -3.305
H 2.654 0.836 -2.036
C -0.143 0.008 5.011
O 0.170 -0.828 6.094
N 0.508 0.003 3.848
N -1.106 0.870 5.139
H 0.966 -0.858 3.734
H 0.353 0.581 3.032
H -1.463 0.890 6.117
H -1.161 1.722 4.466
C -2.242 3.115 3.021
O -3.480 3.429 3.615
N -1.147 3.126 3.714
N -2.204 2.476 1.935
H -1.073 3.580 4.643
H -0.322 2.982 3.139
H -3.083 2.224 1.580
H -1.402 1.832 1.668
C 2.838 -2.671 0.945
O 1.858 -2.383 -0.033
H 2.447 -2.741 1.932
H 3.494 -1.829 1.006
H 3.459 -3.550 0.697
H 1.516 -1.520 0.183
C 3.332 1.754 1.933
O 2.674 0.610 1.427
H 3.088 2.560 1.274
H 4.379 1.700 2.048
H 2.905 1.885 2.900
H 1.742 0.817 1.374
C -3.452 -0.783 3.318
O -3.499 0.362 4.131
H -4.387 -0.959 2.834
H -3.154 -1.721 3.798
H -2.673 -0.679 2.559
H -2.552 0.580 4.315
C 2.043 5.000 2.796
O 1.253 3.842 2.568
H 2.243 5.161 3.863
H 1.488 5.847 2.430
H 2.912 4.903 2.197
H 1.152 3.767 1.599
C -3.017 2.512 -1.620
O -3.363 3.686 -0.917
H -2.469 1.946 -0.890
H -2.398 2.692 -2.471
H -3.970 2.038 -1.785
H -2.590 4.024 -0.455

Results of the Mulliken charge analysis, in e, for atoms 1 through 99: C 0.913; C 2.396; O 0.890; H -0.118; H -0.731; H -0.110; H 0.128; H -0.697; C -1.451; C 1.107; O -0.573; H 0.161; H 0.311; H 0.370; H 0.331; H -0.525; H -0.013; C -1.467; C 0.281; O 0.059; H 0.335; H 0.441; H 0.252; H 0.105; H 0.166; H -0.300; C -1.221; C 0.157; O -0.748; H 0.349; H 0.456; H 0.084; H 0.357; H -0.164; H 0.379; C -1.440; C 2.101; O -0.572; H 0.408; H 0.332; H 0.227; H -0.415; H -0.792; H 0.414; C -0.145; O -0.283; N -0.314; N -0.054; H 0.298; H 0.184; H 0.098; H 0.275; C 0.320; O -0.682; N -0.549; N 0.499; H 0.380; H 0.252; H 0.030; H -0.155; C 0.464; O -0.890; N 0.314; N -0.183; H -0.277; H -0.386; H 0.218; H 0.174; C 0.428; O -0.704; N -0.499; N -0.003; H 0.357; H 0.223; H 0.288; H 0.219; C 0.044; O -0.823; N 0.186; N -0.314; H 0.180; H -0.795; H 0.236; H 0.478; C -0.027; O -0.837; N 0.018; N 0.717; H 0.335; H 0.078; H 0.067; H -0.712; C -1.117; O 0.103; H 0.310; H 0.254; H 0.319; H -0.619; C -1.180

***

Entry 6:
This record from the Open Molecules 2025 dataset describes a structure of composition C19H22N2PtS. The level of theory is ωB97M-V/def2-TZVPD.

Results
frontier orbital gap (spin up / spin down): 4.979 / 6.182 eV
multiplicity: 3
LUMO level (spin up / spin down): -0.644 / -0.910 eV

Cartesian coordinates (Å):
C 1.488 0.513 -4.950
C 2.419 -0.705 -4.814
H 0.535 0.220 -5.409
H 1.966 1.235 -5.623
H 1.264 1.028 -4.012
H 2.110 -1.432 -4.058
H 2.443 -1.220 -5.783
H 3.448 -0.398 -4.585
C -2.707 0.985 0.371
C -3.970 1.079 0.945
C -4.362 0.201 1.963
C -3.465 -0.759 2.406
H -2.282 1.645 -0.381
H -4.635 1.848 0.568
H -5.350 0.263 2.408
H -3.685 -1.484 3.188
N -1.877 0.002 0.773
C -2.211 -0.826 1.797
C -1.174 -1.752 2.169
N -0.023 -1.603 1.459
C 1.045 -2.404 1.668
C -0.223 -3.618 3.354
C 0.946 -3.427 2.603
H 1.917 -2.206 1.036
H 1.801 -4.089 2.735
C -1.289 -2.757 3.130
H -2.236 -2.833 3.651
H -0.313 -4.411 4.096
Pt 0.126 0.027 0.114
C 1.814 -0.277 -0.779
H 1.798 -1.332 -1.092
H 2.662 -0.107 -0.101
H 1.917 0.369 -1.661
S 0.193 1.991 1.354
C 1.424 3.093 0.883
C 2.020 3.942 1.861
C 3.016 4.841 1.503
C 3.461 4.909 0.175
C 2.898 4.066 -0.788
C 1.863 3.192 -0.448
H 1.680 3.870 2.899
H 3.448 5.487 2.262
H 4.256 5.595 -0.104
H 3.251 4.082 -1.814
H 1.391 2.551 -1.193

The molecule's Mulliken atomic charges, reported in e, are given here: C -0.610; C -0.814; H 0.261; H 0.276; H 0.086; H 0.219; H 0.339; H 0.260; C -0.058; C -0.692; C -0.515; C -0.682; H 0.464; H 0.373; H 0.427; H 0.302; N -0.155; C 0.715; C 0.515; N -0.292; C -0.083; C -0.563; C -0.572; H 0.358; H 0.358; C -0.494; H 0.292; H 0.426; Pt 0.622; C -1.024; H 0.316; H 0.371; H 0.075; S -0.548; C 0.705; C -0.569; C -0.447; C -0.409; C -0.603; C -0.374; H 0.341; H 0.341; H 0.357; H 0.355; H 0.349

***

Entry 7:
This record from the Open Molecules 2025 dataset describes a structure of composition C5H7N. The level of theory is ωB97M-V/def2-TZVPD.

Results
energy above the lowest of the compared OMol25 structures with the same formula, charge and spin: 288.5 kJ/mol
frontier orbital gap: 10.068 eV
multiplicity: 1
LUMO level: 0.873 eV

Cartesian coordinates (Å):
N -0.741 2.834 0.147
C -1.036 1.719 0.223
C -1.225 0.274 0.327
C 0.190 -0.276 0.423
C 1.212 0.253 -0.562
C 0.521 -1.541 -0.235
H -1.733 -0.109 -0.567
H -1.858 0.034 1.189
H 0.599 -0.242 1.432
H 2.146 0.745 -0.190
H 1.092 0.641 -1.590
H -0.249 -2.004 -0.885
H 1.081 -2.327 0.288

The molecule's Mulliken atomic charges, reported in e, are given here: N -0.425; C 0.221; C -0.549; C 0.411; C -0.761; C -0.791; H 0.262; H 0.301; H 0.318; H 0.239; H 0.265; H 0.261; H 0.247

***

Entry 8:
This record from the Open Molecules 2025 dataset describes a cluster of 2 separate species, C3H9N7O in total. The level of theory is ωB97M-V/def2-TZVPD.

Results
energy above the lowest of the compared OMol25 structures with the same formula, charge and spin: 0.0 kJ/mol
frontier orbital gap: 9.281 eV
multiplicity: 1
SMILES: Nc1nnn[nH]1.CNC(N)=O
LUMO level: 0.468 eV

Cartesian coordinates (Å):
C 0.032 0.169 1.441
C -0.712 2.422 2.070
C 1.008 -2.139 -2.485
H -0.344 -0.328 0.584
H 0.896 0.782 1.174
H 0.344 -0.592 2.183
H -1.828 0.701 2.290
H -2.621 2.750 2.903
H -1.610 4.145 2.684
H 0.317 -2.123 -4.386
H 1.183 -3.468 -3.926
H 0.599 -0.046 -2.491
N -0.951 1.070 1.976
N -1.750 3.152 2.599
N 1.059 -2.478 -3.824
N 1.255 -2.935 -1.466
N 1.161 -2.163 -0.369
N 0.865 -0.947 -0.661
N 0.763 -0.917 -2.009
O 0.334 2.943 1.712

The molecule's Mulliken atomic charges, reported in e, are given here: C -0.749; C 0.566; C 0.508; H 0.392; H 0.272; H 0.268; H 0.183; H 0.159; H 0.224; H 0.237; H 0.274; H 0.205; N -0.189; N -0.389; N -0.479; N -0.474; N -0.231; N 0.115; N -0.254; O -0.640

***

Calculated values (hartree) of calculated total energy for the records, taken in order: -351.2802, -2049.2879, -2084.1163, -912.9696, -2704.7533, -1364.1343, -249.3634, -578.2229.